[1]
38
Properties=species:S:1:pos:R:3:nbo_charge:R:1 method="wB97M-V/def2-TZVPD" total_energy_ha=-597.24893 relative_energy_kj_mol=611.94 total_charge=+1 homo_energy_ha="-0.4634 / -0.4590"
C -0.382 -3.119 -2.399 0.0060
C -1.501 -0.927 -2.390 -0.4378
C -1.790 0.184 -1.541 0.1750
C -0.624 1.644 2.654 -0.6321
C 2.162 -0.051 -0.440 -0.6119
C 1.731 -1.763 1.085 -0.6141
C -1.176 -0.913 1.189 -0.6064
C -0.123 2.702 -1.638 -0.4291
C 0.421 0.816 1.888 -0.4278
C 1.050 -0.855 0.099 -0.2728
C -0.045 -0.049 0.722 0.0657
N -1.046 -2.188 -1.864 -0.4466
N -0.542 2.075 -0.425 -0.3072
N -0.513 0.764 -0.291 -0.0751
H -0.155 -3.996 -1.641 0.1977
H 0.251 -3.066 -3.274 0.1689
H -2.518 -1.105 -3.056 0.2985
H -0.775 -0.581 -3.241 0.2354
H -2.313 1.120 -1.866 0.2101
H -1.387 2.171 2.131 0.1878
H -0.140 2.313 3.365 0.2423
H -1.407 1.032 3.350 0.2278
H 1.879 0.712 -1.205 0.1951
H 2.990 -0.659 -1.043 0.2401
H 2.826 0.466 0.413 0.2146
H 0.938 -2.452 1.583 0.2188
H 2.516 -2.423 0.615 0.2403
H 2.292 -1.148 1.873 0.2172
H -1.558 -1.516 0.287 0.2532
H -0.976 -1.502 2.011 0.2331
H -1.995 -0.259 1.431 0.2165
H -0.784 3.371 -2.223 0.2329
H 0.638 3.370 -1.220 0.2347
H 0.322 1.982 -2.194 0.2195
H 1.189 1.519 1.712 0.2272
H 0.876 0.052 2.563 0.2464
H 0.733 -1.340 -0.798 0.2383
H -0.923 2.656 0.418 0.4178



[2]
43
Properties=species:S:1:pos:R:3:nbo_charge:R:1 method="wB97M-V/def2-TZVPD" total_energy_ha=-2776.07412 relative_energy_kj_mol=0.90 total_charge=+1 homo_energy_ha=-0.4467
Zn -0.004 -0.480 0.959 1.7414
O -1.637 -0.186 0.048 -1.3253
H -2.300 0.390 0.442 0.4731
C 2.982 -0.959 0.521 -0.0919
C 2.604 0.086 -0.512 -0.0881
O 1.167 0.085 -0.686 -0.8316
O 1.998 -1.028 1.555 -0.7929
H 3.936 -0.629 0.935 0.2008
H 3.141 -1.924 0.036 0.1888
H 3.148 -0.092 -1.435 0.2119
H 2.799 1.081 -0.108 0.1780
H 0.919 0.548 -1.508 0.5536
H 2.412 -1.188 2.406 0.5122
C -0.235 0.074 3.802 -0.1056
C -0.273 1.430 3.162 -0.1163
O 0.451 1.422 1.907 -0.7780
O -0.780 -0.961 2.961 -0.7758
H -0.691 0.075 4.788 0.2206
H 0.825 -0.166 3.940 0.1835
H 0.087 2.195 3.857 0.2098
H -1.296 1.790 2.973 0.1908
H 0.557 2.352 1.679 0.5164
H -1.663 -1.204 3.256 0.5195
C -0.295 -3.161 -0.854 -0.1034
C -1.757 -3.381 -1.020 -0.0991
O -2.414 -2.240 -1.523 -0.7369
O 0.003 -2.559 0.441 -0.8147
H 0.094 -2.476 -1.613 0.2006
H 0.330 -4.044 -1.028 0.1910
H -2.198 -3.688 -0.064 0.1689
H -1.909 -4.187 -1.740 0.1963
H -2.256 -1.496 -0.910 0.5006
H 0.532 -3.158 0.974 0.5002
C -0.889 3.094 -3.514 -0.0927
C -1.176 2.622 -2.136 -0.0848
O -0.562 1.339 -1.950 -0.7969
O 0.494 3.399 -3.690 -0.7218
H -1.535 3.946 -3.757 0.1735
H -1.125 2.311 -4.233 0.1949
H -2.257 2.543 -1.997 0.1827
H -0.711 3.306 -1.419 0.1558
H -1.145 0.777 -1.397 0.5210
H 0.630 4.339 -3.547 0.4700



[3]
23
Properties=species:S:1:pos:R:3:nbo_charge:R:1 method="wB97M-V/def2-TZVPD" smiles="C=CCCNCC.O" total_energy_ha=-367.49875 relative_energy_kj_mol=348.00 total_charge=0 homo_energy_ha=-0.2861
C -0.589 2.067 -0.644 -0.4360
C 0.459 1.485 -1.187 -0.1544
C 0.824 -0.046 -1.244 -0.4666
C -0.543 -0.831 -1.349 -0.2048
N -1.491 -1.045 -0.267 -0.6681
C -1.127 -1.528 1.072 -0.2231
C -0.803 -0.458 2.102 -0.6470
H -0.867 3.082 -0.931 0.1945
H -1.321 1.660 0.053 0.1997
H 1.222 2.065 -1.715 0.1876
H 1.176 -0.274 -0.234 0.2361
H 1.587 -0.375 -1.921 0.2119
H -0.124 -1.836 -1.445 0.1538
H -0.952 -0.473 -2.288 0.2039
H -2.465 -0.986 -0.477 0.3836
H -0.303 -2.231 1.011 0.1802
H -1.940 -2.190 1.401 0.1957
H 0.203 -0.583 2.502 0.2036
H -0.756 0.448 1.463 0.2264
H -1.515 -0.186 2.889 0.2121
O 2.744 0.974 0.418 -0.9183
H 3.354 0.775 -0.313 0.4626
H 3.225 0.486 1.105 0.4666



[4]
24
Properties=species:S:1:pos:R:3:nbo_charge:R:1 method="wB97M-V/def2-TZVPD" smiles=O.O.O.O.O.O.O.O total_energy_ha=-611.48637 relative_energy_kj_mol=252.69 total_charge=0 homo_energy_ha=-0.4171
O 0.116 0.478 0.701 -0.9407
H 0.592 0.810 1.470 0.4681
H 0.803 0.351 0.037 0.4727
O -0.439 -1.464 -1.969 -0.9493
H 0.381 -1.863 -1.659 0.4850
H -1.078 -2.185 -1.938 0.4613
O 3.226 3.974 -0.527 -0.9405
H 2.468 3.394 -0.663 0.4784
H 3.937 3.376 -0.271 0.4618
O 4.072 -2.183 1.125 -0.9470
H 3.111 -2.139 1.184 0.4781
H 4.295 -1.538 0.445 0.4664
O 1.490 -3.035 -0.149 -0.9627
H 0.772 -3.331 0.422 0.4808
H 2.076 -3.798 -0.205 0.4876
O -0.161 3.446 -0.183 -0.9496
H -0.989 2.981 -0.016 0.4794
H -0.259 4.279 0.293 0.4705
O -4.541 0.226 2.299 -0.9306
H -3.835 0.198 1.644 0.4649
H -4.286 -0.440 2.947 0.4657
O -4.229 -0.272 -1.641 -0.9314
H -3.585 -0.471 -0.952 0.4640
H -3.935 -0.796 -2.395 0.4674



[5]
16
Properties=species:S:1:pos:R:3:nbo_charge:R:1 method="wB97M-V/def2-TZVPD" total_energy_ha=-614.15339 relative_energy_kj_mol=933.74 total_charge=0 homo_energy_ha=-0.3149
O -2.395 -0.140 1.297 -0.8205
C -2.197 0.955 0.728 0.9433
O -3.053 1.610 0.095 -0.7640
O -0.958 1.517 0.874 -0.5048
Li -3.853 -0.013 0.359 0.9586
C 0.253 0.855 0.626 0.3238
C 1.172 -0.217 1.119 -0.8941
H 0.908 1.708 0.389 0.1888
H 0.009 -0.145 1.775 0.4640
H 2.189 -0.104 0.728 0.3737
O 1.153 -1.354 -0.710 -0.6000
C 0.882 -0.482 -1.568 0.8831
O -0.099 0.288 -1.267 -0.6477
O 1.852 0.240 -2.122 -0.7174
H 1.750 0.206 -3.082 0.4886
H 1.554 -0.101 2.142 0.3246



[6]
17
Properties=species:S:1:pos:R:3:nbo_charge:R:1 method="wB97M-V/def2-TZVPD" total_energy_ha=-346.80602 relative_energy_kj_mol=576.06 total_charge=0 homo_energy_ha="-0.2988 / -0.2988"
C -2.117 -0.669 -2.122 -0.2488
O -0.954 -0.869 -1.365 -0.5397
C -0.801 0.115 -0.358 -0.0967
C 0.489 -0.072 0.372 -0.4377
C 2.336 1.097 1.305 -0.2999
C 0.588 -0.694 1.614 0.3254
O 1.604 -0.517 2.333 -0.5517
H -3.026 -0.721 -1.500 0.1618
H -2.160 -1.458 -2.877 0.1944
H -2.108 0.310 -2.630 0.1614
H -1.651 0.071 0.346 0.1662
H -0.834 1.117 -0.823 0.1710
H 1.350 -0.267 -0.267 0.2408
H 3.276 0.691 1.662 0.1970
H 2.391 1.489 0.296 0.1819
H 1.815 1.735 2.008 0.2033
H -0.198 -1.356 2.005 0.1713